# 1
Below is 2 unconnected molecules or ions with the total composition C6H8N2OS, with properties calculated with ωB97M-V/def2-TZVPD.

Its orbital gap (alpha / beta) is 0.27595 / 0.26773 Ha. The LUMO energy (alpha / beta) is 0.4 / 0.1 eV. As for the energy above the lowest of the compared OMol25 structures with the same formula, charge and spin: 3.7312 eV.

Last column: natural (NBO) charge in e.
Geometry (Å):
C  1.93  -0.04  -1.20  -0.4518
C  2.26  -0.25  1.11  -0.1198
C  0.88  0.40  -0.40  0.0370
C  -1.66  -1.53  -0.22  0.7153
C  -1.21  1.63  -0.15  -0.6568
C  -0.38  0.61  -0.99  -0.2186
N  1.04  0.17  0.92  -0.4870
N  -1.22  -1.46  1.00  -0.8577
O  -2.43  -2.15  -0.90  -0.5483
S  3.27  -0.51  -0.29  0.4419
H  1.84  -0.11  -2.22  0.2314
H  2.60  -0.56  2.17  0.2228
H  -1.19  2.56  -0.67  0.2135
H  -2.21  1.32  -0.08  0.2132
H  -0.80  1.83  0.90  0.2198
H  -0.37  0.62  -2.13  0.2169
H  -0.64  -0.68  1.39  0.4476
H  -1.71  -1.83  1.76  0.3807

---

# 2
Below is a gas-phase ion, C6H8N2P (charge +1), with properties calculated with ωB97M-V/def2-TZVPD.

Its orbital gap is 0.25849 Ha. Its net charge is +1. The LUMO energy is -5.7 eV. As for the energy above the lowest of the compared OMol25 structures with the same formula, charge and spin: 4.2312 eV.

Last column: natural (NBO) charge in e.
Geometry (Å):
C  1.85  -0.93  -2.01  -0.2470
C  2.23  -0.11  -1.08  -0.1335
C  0.48  -1.42  -1.76  0.1899
C  1.00  0.06  -0.22  -0.0314
C  0.75  0.87  0.78  0.1861
C  -2.10  1.24  1.86  -0.4491
N  0.01  -0.87  -0.67  -0.5242
N  -1.24  0.20  1.31  -0.7777
P  -1.53  -0.77  0.07  1.0943
H  2.57  -1.30  -2.81  0.2759
H  3.08  0.66  -0.97  0.2849
H  -0.12  -2.09  -2.29  0.2438
H  1.19  1.77  1.23  0.2622
H  -2.00  2.18  1.18  0.1973
H  -1.97  1.59  2.96  0.2452
H  -3.17  0.96  1.75  0.2429
H  -1.03  -2.04  0.64  -0.0598

---

# 3
Below is a gas-phase ion, C6H8N4O2PS (charge +1), with properties calculated with ωB97M-V/def2-TZVPD.

Its orbital gap is 0.34388 Ha. Its net charge is +1. The LUMO energy is -4.0 eV.

Last column: natural (NBO) charge in e.
Geometry (Å):
C  1.19  2.74  1.61  0.2345
C  0.18  0.66  2.37  0.3324
C  1.05  0.72  0.22  0.5462
C  1.07  -1.24  -1.17  -0.2346
C  1.23  -0.02  -1.97  -0.2307
C  0.84  1.37  1.38  -0.4111
N  1.69  3.69  1.96  -0.1839
N  -0.40  0.08  3.18  -0.3301
N  0.33  -0.84  0.10  -0.8091
N  1.39  1.11  -1.01  -0.5878
O  -1.92  -1.34  1.50  -1.0146
O  -1.93  -1.87  -0.91  -1.0153
P  -1.32  -0.75  0.15  2.1063
S  -2.38  1.04  -0.24  -0.1961
H  0.55  -2.00  -1.79  0.2613
H  1.90  -1.72  -0.61  0.2442
H  1.87  -0.07  -2.76  0.2537
H  0.17  0.05  -2.46  0.2093
H  -3.63  0.40  -0.10  0.2235
H  2.21  1.76  -1.11  0.4595
H  -1.57  -1.12  2.45  0.5780
H  -2.51  -2.64  -0.78  0.5643

---

# 4
Below is a single C6H8N4S molecule, with properties calculated with ωB97M-V/def2-TZVPD.

Its orbital gap is 0.30007 Ha. The LUMO energy is 0.3 eV. As for the SMILES: CN1Cc2cc(=S)ncn2N1. As for the energy above the lowest of the compared OMol25 structures with the same formula, charge and spin: 2.7214 eV.

Last column: natural (NBO) charge in e.
Geometry (Å):
C  2.19  -0.05  -0.14  -0.4232
N  0.90  -0.08  0.55  -0.2666
C  0.02  1.01  0.26  -0.2831
C  -1.32  0.37  0.11  0.2290
C  -2.53  0.89  0.10  -0.3079
C  -3.71  0.02  0.09  -0.0118
S  -5.23  0.50  -0.08  -0.0535
N  -3.52  -1.37  0.12  -0.4455
C  -2.30  -1.82  0.00  0.2858
N  -1.16  -0.99  0.06  -0.2546
N  0.15  -1.47  0.13  -0.2694
H  2.89  -0.82  0.10  0.2140
H  2.11  -0.05  -1.25  0.1786
H  2.71  0.82  0.07  0.2084
H  0.14  1.56  -0.59  0.2033
H  0.06  1.68  1.05  0.2244
H  -2.56  1.90  0.38  0.2324
H  -2.01  -2.85  0.05  0.1922
H  0.23  -1.89  1.00  0.3476

---

# 5
Below is a gas-phase ion, C6H8NO (charge +1), with properties calculated with ωB97M-V/def2-TZVPD.

Its orbital gap (alpha / beta) is 0.29270 / 0.29274 Ha. Its net charge is +1. The LUMO energy (alpha / beta) is -6.3 / -6.3 eV. As for the energy above the lowest of the compared OMol25 structures with the same formula, charge and spin: 3.5962 eV.

Last column: natural (NBO) charge in e.
Geometry (Å):
C  -1.41  -1.25  0.18  -0.3510
C  -0.12  -1.29  0.58  -0.1259
C  -1.37  1.16  0.10  -0.2132
C  -1.60  0.00  -0.40  0.5379
C  0.06  1.18  0.39  -0.4498
C  0.72  -0.06  0.05  0.3293
N  0.46  -0.15  -1.43  -0.7658
O  2.07  0.05  0.36  -0.6952
H  -2.11  -2.01  0.15  0.2975
H  0.43  -1.92  1.35  0.2699
H  -2.09  1.91  0.35  0.3103
H  0.55  1.95  -0.21  0.2785
H  0.21  1.32  1.52  0.2995
H  0.92  -0.89  -1.84  0.3931
H  0.73  0.77  -1.77  0.3767
H  2.53  -0.77  0.64  0.5081

---

# 6
Below is a gas-phase ion, C6H8NO (charge +1), with properties calculated with ωB97M-V/def2-TZVPD.

Its orbital gap is 0.37408 Ha. Its net charge is +1. The LUMO energy is -3.8 eV. As for the SMILES: O=C1CC[NH2+]C12C=C2. As for the energy above the lowest of the compared OMol25 structures with the same formula, charge and spin: 1.8806 eV.

Last column: natural (NBO) charge in e.
Geometry (Å):
O  -1.58  1.82  -0.34  -0.4429
C  -0.67  1.08  -0.22  0.5266
C  0.72  1.58  0.21  -0.5089
C  1.58  0.36  -0.16  -0.2371
N  0.83  -0.97  0.02  -0.5944
C  -0.80  -0.38  -0.28  -0.0105
C  -1.79  -1.40  -0.64  -0.0806
C  -1.80  -1.10  0.65  -0.0933
H  1.14  2.48  -0.28  0.2815
H  0.54  1.78  1.22  0.2469
H  1.87  0.47  -1.23  0.2414
H  2.50  0.35  0.49  0.2437
H  1.10  -1.83  -0.60  0.4643
H  0.53  -1.17  0.95  0.4260
H  -2.03  -2.04  -1.43  0.2651
H  -2.15  -1.05  1.63  0.2720

---

# 7
Below is a gas-phase ion, C6H8NO2 (charge -1), with properties calculated with ωB97M-V/def2-TZVPD.

Its orbital gap is 0.28770 Ha. Its net charge is -1. The LUMO energy is 3.9 eV. As for the SMILES: O=C([O-])N1CC12CCC2. As for the energy above the lowest of the compared OMol25 structures with the same formula, charge and spin: 2.6604 eV.

Last column: natural (NBO) charge in e.
Geometry (Å):
O  2.94  -1.17  -1.43  -0.7722
C  2.43  -1.83  -0.51  0.8247
O  2.30  -3.08  -0.43  -0.7929
N  1.92  -1.06  0.66  -0.4701
C  0.71  -1.63  1.28  -0.3029
C  0.26  -0.50  0.37  0.1255
C  0.06  0.99  0.65  -0.4453
C  -0.35  1.10  -0.82  -0.3895
C  -0.34  -0.41  -1.00  -0.4604
H  0.77  -1.47  2.44  0.1646
H  0.72  -2.74  1.05  0.2484
H  1.11  1.38  0.93  0.2376
H  -0.77  1.15  1.32  0.1885
H  -1.29  1.62  -0.98  0.1866
H  0.57  1.67  -1.34  0.2098
H  -1.23  -0.79  -1.24  0.1960
H  0.35  -0.87  -1.75  0.2516

---

# 8
Below is a gas-phase ion, C6H8NO4S (charge -1), with properties calculated with ωB97M-V/def2-TZVPD.

Its orbital gap is 0.32060 Ha. Its net charge is -1. The LUMO energy is 3.5 eV. As for the SMILES: C=CC1(C(=O)N=[S@](=O)([O-])O)CC1. As for the energy above the lowest of the compared OMol25 structures with the same formula, charge and spin: 2.1746 eV.

Last column: natural (NBO) charge in e.
Geometry (Å):
C  2.17  -0.44  2.51  -0.4850
C  1.76  0.09  1.39  -0.1289
C  0.48  -0.15  0.55  -0.1536
C  0.16  0.66  -0.79  0.6610
O  1.12  1.37  -1.11  -0.6748
N  -1.08  0.46  -1.32  -0.9802
S  -1.42  1.47  -2.47  2.4935
O  -1.10  0.81  -3.76  -0.9980
O  -1.22  2.86  -2.32  -0.9342
O  -3.03  1.35  -2.40  -0.9357
C  -0.65  -0.90  1.23  -0.4126
C  0.27  -1.81  0.40  -0.4039
H  3.07  -0.09  2.85  0.1895
H  1.66  -1.17  3.14  0.1817
H  2.14  1.01  1.00  0.2292
H  -3.46  0.58  -2.72  0.4908
H  -1.67  -0.59  0.98  0.2435
H  -0.38  -1.02  2.29  0.1952
H  0.96  -2.25  1.12  0.1945
H  0.22  -2.24  -0.58  0.2281

---

# 9
Below is a gas-phase ion, C6H8NOS (charge -1), with properties calculated with ωB97M-V/def2-TZVPD.

Its orbital gap is 0.19069 Ha. Its net charge is -1. The LUMO energy is 3.5 eV. As for the SMILES: [O-]N1C=CS[C@H]1C1CC1.

Last column: natural (NBO) charge in e.
Geometry (Å):
O  -0.84  2.48  0.25  -0.7654
N  -1.24  1.18  0.22  -0.0928
C  -2.22  0.78  -0.58  0.0073
C  -2.57  -0.57  -0.39  -0.6618
S  -1.32  -1.36  0.60  0.1483
C  -0.39  0.15  0.71  -0.1903
C  0.91  0.13  -0.13  -0.2348
C  2.33  -0.01  0.52  -0.4401
C  1.71  -1.15  -0.29  -0.4339
H  -2.92  1.62  -1.02  0.2151
H  -2.92  -1.25  -1.27  0.1915
H  -0.09  0.39  1.70  0.1969
H  0.77  0.88  -0.96  0.2476
H  2.19  -0.26  1.54  0.1938
H  3.25  0.39  0.16  0.2054
H  1.96  -1.44  -1.43  0.2059
H  1.40  -1.98  0.37  0.2073

---

# 10
Below is a gas-phase ion, C6H8NS2 (charge +1), with properties calculated with ωB97M-V/def2-TZVPD.

Its orbital gap is 0.27177 Ha. Its net charge is +1. The LUMO energy is -5.3 eV. As for the energy above the lowest of the compared OMol25 structures with the same formula, charge and spin: 3.2724 eV.

Last column: natural (NBO) charge in e.
Geometry (Å):
C  3.24  -0.61  0.66  -0.1822
C  2.53  0.29  0.21  -0.0633
C  1.40  1.26  -0.32  -0.4903
C  0.02  0.46  -0.44  -0.2427
S  0.52  -1.13  -1.27  0.0228
C  -0.83  0.23  0.88  -0.2856
N  -2.00  -0.58  0.42  -0.4814
C  -2.45  -0.20  -0.78  0.0935
S  -1.38  1.16  -1.44  0.3909
H  3.62  -1.59  1.05  0.2751
H  1.26  2.04  0.51  0.2650
H  1.69  1.72  -1.31  0.2762
H  -0.27  -2.14  -0.71  0.1414
H  -0.24  -0.17  1.75  0.2808
H  -1.31  1.25  1.03  0.2443
H  -2.37  -1.32  1.03  0.4643
H  -3.35  -0.65  -1.30  0.2913

---

# 11
Below is a molecular structure, C6H8O2, with properties calculated with ωB97M-V/def2-TZVPD.

Its orbital gap is 0.30719 Ha. The LUMO energy is -0.2 eV. As for the energy above the lowest of the compared OMol25 structures with the same formula, charge and spin: 4.3885 eV.

Last column: natural (NBO) charge in e.
Geometry (Å):
C  -0.41  1.86  0.21  -0.5258
C  0.25  -1.89  0.66  -0.7444
C  -0.46  -1.04  -0.36  0.5300
C  0.60  1.23  -0.41  0.2115
C  -1.43  0.14  0.36  0.2601
C  1.69  0.88  -1.02  -0.4802
O  -0.52  -1.27  -1.54  -0.5509
O  -1.78  -0.06  1.51  -0.6051
H  -2.12  0.34  -0.48  0.1575
H  -1.07  2.50  -0.36  0.2561
H  -0.30  2.12  1.26  0.2672
H  -0.49  -2.31  1.34  0.2602
H  0.79  -2.70  0.17  0.2277
H  0.93  -1.28  1.25  0.2364
H  1.84  -0.12  -1.40  0.2490
H  2.48  1.60  -1.18  0.2508

---

# 12
Below is a single C6H8O2 molecule, with properties calculated with ωB97M-V/def2-TZVPD.

Its orbital gap is 0.33145 Ha. The LUMO energy is 1.1 eV. As for the SMILES: C1=COC2(CCC2)O1. As for the energy above the lowest of the compared OMol25 structures with the same formula, charge and spin: 3.6590 eV.

Last column: natural (NBO) charge in e.
Geometry (Å):
C  -2.30  -0.60  0.02  0.0722
C  -2.27  0.73  -0.18  -0.0246
O  -0.92  1.23  -0.01  -0.4991
C  -0.16  0.07  0.02  0.5334
C  0.91  -0.30  -1.04  -0.4473
C  2.08  0.19  -0.19  -0.4198
C  1.11  0.06  1.08  -0.4367
O  -1.11  -1.07  0.18  -0.4932
H  -3.10  -1.13  0.31  0.1987
H  -3.09  1.42  -0.24  0.2087
H  0.74  0.17  -1.96  0.2151
H  0.66  -1.54  -1.00  0.2319
H  2.31  1.28  -0.33  0.2163
H  2.87  -0.49  -0.21  0.2128
H  1.09  0.87  1.95  0.2134
H  1.19  -0.88  1.62  0.2181

---

# 13
Below is a single C6H8O2 molecule, with properties calculated with ωB97M-V/def2-TZVPD.

Its orbital gap is 0.36653 Ha. The LUMO energy is 0.8 eV. As for the energy above the lowest of the compared OMol25 structures with the same formula, charge and spin: 3.2085 eV.

Last column: natural (NBO) charge in e.
Geometry (Å):
C  -1.62  -0.38  -0.53  -0.0737
C  -0.17  -0.13  -0.17  0.1702
C  0.61  -0.70  1.03  -0.3962
C  1.69  -0.42  0.01  0.0251
C  1.68  1.08  -0.06  -0.2201
C  0.34  1.31  -0.23  -0.1737
H  -3.35  0.17  0.24  0.4755
H  -1.74  -1.48  -0.39  0.1751
H  -1.83  -0.17  -1.63  0.1779
H  0.61  -0.07  1.91  0.2115
H  0.52  -1.76  1.22  0.2123
H  2.66  -0.92  0.02  0.2007
H  2.57  1.65  -0.23  0.2216
H  -0.28  2.17  -0.43  0.2283
O  -2.44  0.44  0.31  -0.7218
O  0.75  -0.78  -1.06  -0.5128

---

# 14
Below is a single C6H8O2 molecule, with properties calculated with ωB97M-V/def2-TZVPD.

Its orbital gap is 0.35676 Ha. The LUMO energy is 0.9 eV. As for the SMILES: C1=C[C@@H]2OCC[C@@H]2O1. As for the energy above the lowest of the compared OMol25 structures with the same formula, charge and spin: 5.0838 eV.

Last column: natural (NBO) charge in e.
Geometry (Å):
C  1.12  1.25  1.06  0.2021
C  1.57  0.18  0.33  -0.4214
C  0.47  -0.94  0.21  0.0248
O  0.30  -1.39  -1.20  -0.5409
C  -1.12  -0.95  -1.32  -0.0866
C  -1.20  0.46  -0.77  -0.4753
C  -0.65  0.17  0.64  0.0521
O  -0.13  1.43  1.21  -0.4681
H  1.73  1.98  1.93  0.2061
H  2.54  -0.41  0.37  0.2356
H  0.53  -1.95  0.58  0.2186
H  -1.69  -1.11  -2.44  0.2007
H  -1.63  -1.67  -0.66  0.1657
H  -2.20  1.12  -0.76  0.2387
H  -0.41  1.11  -1.34  0.2415
H  -1.28  -0.31  1.34  0.2064

---

# 15
Below is a single C6H8O2 molecule, with properties calculated with ωB97M-V/def2-TZVPD.

Its orbital gap is 0.36642 Ha. The LUMO energy is 1.0 eV. As for the SMILES: C=CO/C=C/[C@@H]1CO1. As for the energy above the lowest of the compared OMol25 structures with the same formula, charge and spin: 3.3413 eV.

Last column: natural (NBO) charge in e.
Geometry (Å):
C  2.44  1.25  -0.26  -0.5005
C  2.61  -0.02  0.04  0.1303
O  1.74  -1.07  -0.10  -0.4895
C  0.39  -0.94  -0.01  0.1726
C  -0.26  0.09  0.49  -0.3399
C  -1.71  0.02  0.61  0.0201
C  -2.60  -0.39  -0.49  -0.1067
O  -2.48  0.96  -0.19  -0.4940
H  3.28  1.98  -0.16  0.2198
H  1.50  1.71  -0.56  0.2153
H  3.62  -0.42  0.23  0.1932
H  -0.12  -1.85  -0.32  0.1944
H  0.23  0.92  0.97  0.2286
H  -2.12  -0.13  1.64  0.1912
H  -2.14  -0.59  -1.45  0.1823
H  -3.57  -0.83  -0.28  0.1829

---

no.,energy (eV)
1,-22211.2392
2,-18608.5879
3,-36523.1053
4,-23143.5289
5,-9876.7842
6,-9878.4998
7,-11935.0272
8,-26866.2165
9,-20720.5672
10,-29501.3091
11,-10442.3378
12,-10443.0673
13,-10443.5179
14,-10441.6426
15,-10443.3850